1.
This record from the OMol25 dataset describes a molecular structure, C15H23F5HgNP. The level of theory is ωB97M-V/def2-TZVPD.

Calculated values
Energy: -44465.1151 eV
2S+1: 1
LUMO level: 0.42 eV

Last column: natural (NBO) charge in e.
Atoms and positions in Å:
C  0.44  2.90  -2.32  -0.217
C  -0.82  2.55  -1.85  -0.223
C  -0.99  1.51  -0.93  -0.057
C  0.14  0.91  -0.39  -0.455
C  1.41  1.26  -0.84  -0.085
C  1.57  2.25  -1.82  -0.215
C  -2.43  1.18  -0.60  -0.448
C  -2.87  -0.27  -0.32  -0.219
N  -1.99  -1.35  -0.79  -0.499
Hg  -0.14  -0.52  1.20  1.281
C  2.67  0.64  -0.24  -0.734
P  2.27  -1.04  0.39  0.744
H  -1.73  3.04  -2.22  0.203
H  2.58  2.48  -2.15  0.205
H  0.55  3.68  -3.08  0.213
H  2.99  1.23  0.63  0.256
H  3.52  0.59  -0.94  0.229
H  -2.72  1.77  0.29  0.238
H  -3.07  1.56  -1.42  0.211
H  -3.03  -0.40  0.77  0.193
C  3.66  -1.52  1.44  -0.955
C  2.28  -2.05  -1.13  -0.952
H  -3.89  -0.40  -0.75  0.175
C  -1.43  -1.16  -2.14  -0.413
C  -2.72  -2.64  -0.74  -0.410
H  -0.48  -1.62  2.74  0.049
H  -1.75  -1.99  -2.78  0.186
H  -1.77  -0.21  -2.59  0.208
H  -0.33  -1.15  -2.11  0.199
H  -2.94  -2.97  -1.77  0.185
H  -2.12  -3.43  -0.26  0.191
H  -3.69  -2.54  -0.22  0.200
H  3.32  -2.23  -1.46  0.228
H  1.81  -3.02  -0.94  0.239
H  1.73  -1.56  -1.94  0.255
H  4.60  -1.44  0.88  0.223
H  3.69  -0.87  2.33  0.262
H  3.54  -2.57  1.77  0.242
H  -0.52  -2.16  2.11  -0.042
F  0.24  2.49  1.88  -0.367
C  0.32  1.38  2.68  0.171
F  1.60  1.34  3.18  -0.381
C  -0.64  1.55  3.84  0.881
F  -0.44  2.72  4.50  -0.328
F  -1.93  1.55  3.38  -0.335
F  -0.51  0.54  4.74  -0.333

***

2.
This record from the OMol25 dataset describes a molecular structure, C15H23FNO11S2. The level of theory is ωB97M-V/def2-TZVPD.

Calculated values
Charge: -1
Energy: -64329.3689 eV
2S+1: 1
LUMO level: 2.05 eV

Last column: natural (NBO) charge in e.
Atoms and positions in Å:
C  3.37  -0.91  0.90  -0.623
C  3.15  -0.12  -0.42  -0.457
C  2.81  1.38  -0.25  -0.007
F  3.93  2.15  0.01  -0.344
S  1.48  1.76  0.95  2.219
O  1.41  3.22  0.98  -0.996
O  1.81  1.32  2.30  -0.950
N  0.05  1.18  0.36  -1.245
S  -1.25  1.81  1.11  2.285
O  -1.23  1.73  2.56  -0.964
O  -1.59  3.16  0.68  -0.981
C  -2.67  0.77  0.57  -0.762
C  -2.31  -0.18  -0.59  0.809
O  -2.30  0.19  -1.70  -0.503
O  -2.04  -1.54  -0.33  -0.597
C  -0.68  -1.77  -0.02  0.838
C  -0.41  -2.23  1.43  -0.739
O  0.18  -1.65  -0.79  -0.526
H  2.41  -1.42  1.14  0.216
H  4.12  -1.73  0.79  0.196
H  3.68  -0.26  1.74  0.236
H  2.44  -0.65  -1.08  0.250
H  4.12  -0.15  -0.97  0.208
H  2.43  1.73  -1.24  0.196
H  -3.50  1.45  0.31  0.269
H  -2.97  0.16  1.44  0.246
H  0.57  -2.72  1.48  0.248
H  -0.48  -1.39  2.15  0.261
H  -1.23  -2.94  1.71  0.218
O  0.76  -5.24  0.82  -0.552
C  -0.25  -5.75  0.45  0.790
O  -1.31  -5.06  -0.07  -0.487
C  -2.40  -5.97  -0.31  -0.070
C  -1.76  -7.34  -0.43  -0.429
C  -0.57  -7.23  0.51  -0.528
H  -3.09  -5.92  0.53  0.177
H  -2.92  -5.68  -1.22  0.202
H  -2.44  -8.16  -0.19  0.217
H  -1.40  -7.49  -1.46  0.209
H  -0.83  -7.49  1.53  0.234
H  0.28  -7.82  0.17  0.240
O  -0.19  8.45  -2.93  -0.601
C  -0.19  7.48  -2.21  0.793
O  -1.11  6.49  -2.29  -0.497
C  -0.89  5.53  -1.23  -0.070
C  0.57  5.70  -0.84  -0.432
C  0.80  7.19  -1.10  -0.529
H  -1.56  5.76  -0.40  0.186
H  -1.10  4.53  -1.59  0.217
H  0.78  5.39  0.18  0.266
H  1.20  5.11  -1.51  0.203
H  0.54  7.80  -0.23  0.227
H  1.82  7.39  -1.42  0.231